DFT (ωB97M-V/def2-TZVPD) results for a single C4H8OS molecule.

## Properties
Structure (SMILES)   O[C@H]1C[C@@H](S)C1
Energy above the lowest of the compared OMol25 structures with the same formula, charge and spin   190.1 kJ/mol

Atoms and positions in Å:
S 2.137130 -0.177101 -0.263568
O -2.191083 -0.613612 -0.759610
C -0.399235 -0.654084 0.988529
C 0.585333 0.393938 0.440225
C -1.566941 0.213040 0.347082
C -0.597687 1.154795 -0.333265
H 0.910582 1.058305 1.231320
H -0.117651 -1.525591 0.377969
H -0.581346 2.292457 0.025718
H -3.121524 -0.807124 -0.559094
H -2.299533 0.712278 1.139703
H -0.344461 -0.761042 2.054897
H 1.620045 -0.947810 -1.272161
H -0.860356 1.074900 -1.359814

Force components x, y, z for each atom (eV/Å):
S -0.28 -0.26 -0.74
O -0.19 1.33 1.75
C 0.18 1.19 -1.71
C -0.32 0.93 -0.53
C -1.51 -1.55 0.99
C 0.95 2.07 2.45
H 0.16 0.22 0.09
H -1.06 -0.27 0.71
H -0.41 -2.43 -0.97
H 0.48 0.14 0.09
H 1.12 -1.35 -1.93
H -0.19 -0.49 0.39
H 0.20 0.40 0.55
H 0.87 0.06 -1.15

Atom charges from the Mulliken analysis, given in e for atoms 1 to 5: -0.223 -0.574 -0.994 0.091 0.688

DFT (ωB97M-V/def2-TZVPD) results for 2 unconnected molecules or ions with the total composition CH2NO2.

## Properties
Net charge   -1
Energy above the lowest of the compared OMol25 structures with the same formula, charge and spin   260.1 kJ/mol

Atoms and positions in Å:
O 1.252366 1.160609 0.474580
O 1.716923 -1.158717 0.091744
N -1.874606 0.117265 -0.165029
C 1.494102 -0.001849 0.284891
H -1.374802 0.266333 -1.078682
H -1.213985 -0.383639 0.392496

Force components x, y, z for each atom (eV/Å):
O 1.38 -4.21 -0.61
O -0.34 3.17 0.57
N -0.33 0.78 -1.44
C -1.06 1.16 0.04
H -0.40 -0.20 0.82
H 0.76 -0.69 0.61

Atom charges from the Mulliken analysis, given in e for atoms 1 to 5: -0.268 -0.416 -0.682 0.561 -0.080

DFT (ωB97M-V/def2-TZVPD) results for 2 unconnected molecules or ions with the total composition C4H7N2O3.

## Properties
Net charge   -1
Energy above the lowest of the compared OMol25 structures with the same formula, charge and spin   97.8 kJ/mol

Atoms and positions in Å:
O 0.115570 0.305806 2.696104
O -1.920867 -0.434263 2.031150
O 2.548905 -1.458736 -3.104598
N 1.099529 -0.673951 -1.642448
N 2.101001 -1.348989 -1.939352
C 0.304220 -0.078232 -0.876878
C 0.738247 1.210002 -0.387925
C -1.143331 0.282885 2.699170
C -0.999540 -0.795131 -0.608546
H 0.160520 2.165551 -0.746360
H -1.418232 -0.476808 0.444829
H -1.590520 1.032126 3.399421
H -0.873960 -1.902753 -0.681191
H 0.784601 1.252320 0.786110
H -1.740947 -0.520098 -1.343662
H 1.834804 1.440273 -0.725826

Force components x, y, z for each atom (eV/Å):
O -0.65 -0.11 -0.24
O -0.27 0.25 0.66
O -0.92 0.46 0.56
N 0.86 -0.71 -1.44
N 1.07 -0.53 0.08
C -1.07 -1.53 -0.59
C 1.90 4.22 1.90
C 1.01 0.19 0.27
C -0.30 0.55 1.69
H 0.56 -2.03 0.64
H 0.77 -0.93 -1.70
H -0.34 -0.06 0.01
H 0.12 0.93 0.18
H -0.52 -0.33 -2.04
H -0.26 0.27 -0.41
H -1.96 -0.65 0.45

Atom charges from the Mulliken analysis, given in e for atoms 1 to 5: -0.671 -0.692 -0.524 0.447 -0.439

DFT (ωB97M-V/def2-TZVPD) results for 2 unconnected molecules or ions with the total composition C4H14NO2.

## Properties
Net charge   +1
Energy above the lowest of the compared OMol25 structures with the same formula, charge and spin   227.0 kJ/mol

Atoms and positions in Å:
O 0.173685 -0.487510 -2.616355
O 1.909364 0.085395 1.960999
N -1.889359 -0.773852 -0.625604
C 1.809577 0.454399 0.640406
C -0.630636 0.598604 1.026125
C 0.506102 1.334973 0.359069
C -1.048021 -0.881498 0.544583
H -0.702529 0.292398 2.067902
H 2.789039 0.302864 2.200799
H 1.021854 -0.791765 -2.725944
H -1.416827 1.363022 1.009424
H 2.670106 1.151419 0.505783
H -1.326125 -0.716995 -1.494042
H 0.736444 2.247497 0.865519
H 0.370136 1.358162 -0.734006
H -2.637593 -0.074190 -0.559647
H -1.538992 -1.447940 1.371663
H 2.034769 -0.478337 -0.022487
H -0.166731 -1.500475 0.367275
H -0.176052 -0.406359 -3.535015
H -2.488212 -1.629812 -0.606446

Force components x, y, z for each atom (eV/Å):
O -3.96 1.19 -0.73
O -1.47 -0.72 1.12
N -2.34 -2.22 -0.76
C 1.40 1.01 -2.30
C -2.17 -1.26 0.44
C 2.29 -3.97 0.56
C 1.30 2.10 1.87
H 1.70 1.19 0.61
H 1.07 0.01 0.89
H 3.33 -1.21 -0.21
H -0.98 -0.78 -0.41
H -0.49 -0.45 -0.83
H -0.08 0.14 0.04
H -0.38 0.85 -0.13
H -0.05 0.59 0.49
H 0.81 0.54 0.01
H -0.20 0.83 -0.75
H -0.93 1.55 0.60
H 0.00 0.30 -0.59
H 0.39 0.00 0.93
H 0.75 0.30 -0.86

Atom charges from the Mulliken analysis, given in e for atoms 1 to 5: -0.620 -0.496 -0.143 -0.604 -0.781

DFT (ωB97M-V/def2-TZVPD) results for a single C18H16N2O3S molecule.

## Properties
Structure (SMILES)   CC(=O)c1cccc(NC(=O)CCn2c(=S)oc3ccccc32)c1
Energy above the lowest of the compared OMol25 structures with the same formula, charge and spin   85.6 kJ/mol

Atoms and positions in Å:
S 0.757312 2.399873 -1.851583
O 0.516697 -0.271516 1.843231
O -3.024050 -2.662483 0.662408
O 1.612587 -0.084663 -1.993017
N -0.416092 1.674492 1.097328
N 2.451482 1.048720 -0.280501
C 2.439144 -0.921618 -1.298107
C -3.636850 -1.867095 -0.012212
C 3.632518 -2.848355 -0.670522
C -3.235736 -0.436065 -0.089734
C 0.567669 0.921406 1.652229
C 1.615268 1.098796 -1.360421
C -2.049342 -0.069148 0.544686
C -3.545398 1.838855 -0.796026
C -3.985225 0.527835 -0.760927
C 2.977526 -0.225997 -0.208360
C -2.366414 2.200958 -0.174078
C 1.821922 1.731599 1.991617
C 3.860052 -0.836195 0.662399
C 2.750270 -2.239908 -1.551498
C -4.843740 -2.284249 -0.819258
C 4.174859 -2.161436 0.408182
C 2.565827 2.099823 0.695880
C -1.608503 1.245427 0.501390
H -5.731609 -1.775861 -0.449260
H -1.480667 -0.828236 1.057996
H 2.446967 1.096616 2.619716
H 4.282566 -0.310106 1.502510
H -4.983072 -3.358040 -0.722615
H 2.321786 -2.763670 -2.389169
H -0.215180 2.652908 0.935897
H -4.122077 2.586835 -1.319102
H 2.132838 2.991150 0.230954
H -4.907884 0.268995 -1.254695
H 4.856674 -2.673279 1.069477
H -2.019301 3.222824 -0.224885
H 3.900590 -3.881222 -0.827556
H -4.704603 -2.028923 -1.867101
H 1.567389 2.635674 2.544157
H 3.623801 2.285263 0.900558

Force components x, y, z for each atom (eV/Å):
S -0.27 0.25 -0.49
O -0.05 -0.28 0.00
O 0.01 0.03 -0.01
O -0.02 -0.13 -0.04
N -0.23 0.38 0.06
N -0.31 -0.32 -0.62
C 0.76 -0.26 0.87
C -0.29 -0.23 -0.14
C 0.05 -0.05 0.05
C 0.31 0.60 0.08
C 0.41 0.45 0.35
C -0.03 0.96 0.21
C 0.02 -0.18 0.04
C 0.07 0.14 0.04
C 0.02 -0.29 0.07
C 0.11 -0.80 -0.39
C -0.06 -0.13 0.01
C 0.01 -0.27 -0.11
C -0.15 0.18 -0.12
C -0.22 0.38 -0.10
C 0.10 -0.28 0.13
C 0.06 -0.10 0.01
C 0.03 0.30 0.26
C -0.29 -0.20 -0.10
H -0.10 0.08 -0.04
H -0.01 0.03 0.00
H -0.13 0.03 0.02
H 0.04 0.06 0.12
H 0.02 0.01 0.02
H -0.05 -0.08 -0.11
H 0.12 -0.23 0.03
H -0.04 0.06 -0.04
H 0.17 -0.17 0.06
H -0.09 -0.05 -0.06
H 0.06 -0.05 0.06
H 0.04 0.12 0.00
H 0.02 -0.09 -0.01
H -0.05 0.07 -0.10
H 0.05 0.04 0.04
H -0.09 0.03 -0.04

Atom charges from the Mulliken analysis, given in e for atoms 1 to 5: -0.361 -0.632 -0.591 -0.415 0.011

DFT (ωB97M-V/def2-TZVPD) results for a single C2H5NOS molecule.

## Properties
Structure (SMILES)   CN(S)C=O
Energy above the lowest of the compared OMol25 structures with the same formula, charge and spin   289.1 kJ/mol

Atoms and positions in Å:
S 1.519629 -0.304407 -0.179063
O -2.162321 -0.534284 -0.207901
N 0.041392 0.168157 0.251725
C -0.342273 1.642935 -0.002298
C -0.933675 -0.857071 0.188528
H 2.103632 -0.866129 1.153049
H -0.476293 -1.815569 0.363127
H -1.482579 1.803660 0.067023
H -0.160963 2.274706 0.836730
H 0.366642 1.855831 -0.771163

Force components x, y, z for each atom (eV/Å):
S 3.74 -1.95 2.06
O 6.17 -2.52 2.70
N -3.78 0.46 0.93
C -1.47 -1.87 1.58
C -5.48 4.87 -3.02
H -1.06 1.42 -2.46
H -0.42 -0.75 0.06
H 1.70 -0.85 -1.79
H 1.31 0.06 1.07
H -0.71 1.13 -1.13

Atom charges from the Mulliken analysis, given in e for atoms 1 to 5: -0.216 -0.572 -0.037 -0.694 0.160

DFT (ωB97M-V/def2-TZVPD) results for a single C3H8N2O2 molecule.

## Properties
Structure (SMILES)   [H]/N=C(\NC)C(O)O
Energy above the lowest of the compared OMol25 structures with the same formula, charge and spin   459.1 kJ/mol

Atoms and positions in Å:
O -1.034929 1.886461 0.608869
O 0.829072 2.279967 -0.589421
N -0.081385 -0.997415 0.570919
N 0.896490 -0.317061 -1.499071
C 0.302272 1.478779 0.447350
C -0.839045 -2.191942 0.201139
C 0.425326 -0.178521 -0.343602
H -1.774005 -1.934407 -0.303946
H 0.819196 1.727647 1.386005
H -0.294476 -0.086081 1.216122
H -1.057911 -2.782049 1.091502
H -0.261739 -2.810871 -0.489862
H 1.819851 -0.747702 -1.534630
H 1.656718 2.767883 -0.473760
H -1.405436 1.905313 -0.287615

Force components x, y, z for each atom (eV/Å):
O 0.01 -0.62 0.13
O 0.09 0.33 -0.28
N -0.59 3.38 1.56
N 0.53 0.25 0.55
C 0.94 0.63 -2.89
C -0.10 -0.20 0.42
C 1.16 1.87 0.22
H 0.04 0.09 0.13
H -0.11 -0.81 0.00
H -1.11 -4.52 -0.25
H 0.02 0.09 -0.08
H 0.11 0.27 0.20
H -0.60 -0.31 -0.56
H -0.39 -0.50 0.60
H 0.00 0.05 0.23

Atom charges from the Mulliken analysis, given in e for atoms 1 to 5: -0.501 -0.529 -0.223 -0.669 -0.196

DFT (ωB97M-V/def2-TZVPD) results for a single C5H3NO molecule.

## Properties
Structure (SMILES)   C#Cc1cnoc1
Energy above the lowest of the compared OMol25 structures with the same formula, charge and spin   413.7 kJ/mol

Atoms and positions in Å:
O 0.896215 -1.866406 -0.628949
N 1.839528 -1.059025 -0.038461
C -1.949336 1.882305 0.435321
C -1.156055 0.937955 0.252793
C -0.184171 -0.063826 0.020345
C 1.199135 0.000950 0.363079
C -0.293008 -1.265948 -0.600687
H 1.720006 0.798352 0.878817
H -0.941858 2.442657 0.333542
H -1.130457 -1.807012 -1.015800

Force components x, y, z for each atom (eV/Å):
O -0.14 -0.19 -0.09
N -0.06 0.31 0.19
C 0.64 -0.32 0.02
C -0.37 0.10 0.09
C 0.06 -0.26 -0.07
C 0.17 -0.14 0.03
C 0.00 0.02 0.01
H -0.03 -0.16 -0.11
H -0.41 0.56 -0.05
H 0.13 0.08 -0.01

Atom charges from the Mulliken analysis, given in e for atoms 1 to 5: -0.174 -0.369 -0.802 0.130 0.575

For reference, HOMO energy by record: -8.96; -0.91; -4.84; -13.41; -8.18; -9.38; -7.95; -9.89 eV.